{
  "formula": "C40H37BiIN4S2Sb",
  "method": "ωB97M-V/def2-TZVPD",
  "symbols": ["Bi", "I", "C", "C", "C", "C", "C", "C", "C", "C", "C", "C", "H", "H", "H", "H", "H", "H", "N", "C", "S", "C", "C", "C", "N", "C", "C", "H", "H", "H", "H", "H", "H", "N", "C", "N", "C", "C", "C", "C", "C", "H", "H", "H", "H", "H", "H", "H", "H", "H", "H", "S", "Sb", "C", "C", "C", "C", "C", "C", "C", "C", "C", "C", "C", "C", "C", "C", "C", "C", "C", "C", "H", "H", "H", "H", "H", "H", "H", "H", "H", "H", "H", "H", "H", "H", "H"],
  "coordinates": [[-0.55359, 1.23359, -1.33547], [-3.10234, 2.04743, -2.92693], [-4.19424, 1.51919, -1.21936], [-5.53198, 1.77456, -1.29130], [-6.37362, 1.44188, -0.21433], [-5.84123, 0.84992, 0.88812], [-4.45627, 0.56678, 0.97038], [-3.95440, -0.07341, 2.12931], [-2.64223, -0.40915, 2.22643], [-1.76305, -0.08410, 1.17178], [-2.18184, 0.59732, 0.05784], [-3.57299, 0.91102, -0.09443], [-5.95751, 2.22993, -2.17592], [-7.43241, 1.65142, -0.28042], [-6.47207, 0.57618, 1.72477], [-4.64956, -0.30660, 2.92713], [-2.26204, -0.92202, 3.09890], [-0.74257, -0.41375, 1.26674], [5.14301, 0.41060, 3.43682], [4.69424, -0.41225, 2.47918], [5.24950, -1.92770, 2.20493], [3.53875, 0.10660, 1.68464], [2.49016, 0.79232, 2.28767], [1.37514, 1.11415, 1.53773], [1.27948, 0.81169, 0.23850], [2.32606, 0.21933, -0.36251], [3.45609, -0.16202, 0.32395], [5.92385, 0.11054, 4.00023], [4.89233, 1.38489, 3.46009], [2.49970, 1.02103, 3.34576], [0.53047, 1.62574, 1.97969], [2.22441, 0.00512, -1.41961], [4.25280, -0.69716, -0.17586], [-0.67292, 3.46290, -0.06444], [-0.35095, 4.55667, 0.16377], [-0.00249, 5.78457, 0.42733], [-0.40895, 6.41341, 1.70690], [-1.54998, 7.39088, 1.47252], [-1.18359, 8.40098, 0.38631], [-0.79327, 7.69568, -0.91193], [0.34500, 6.71600, -0.67215], [0.46915, 6.92987, 2.09863], [-0.67693, 5.62284, 2.40491], [-1.78070, 7.89663, 2.41102], [-2.44464, 6.83353, 1.17852], [-0.34700, 9.01823, 0.73047], [-2.01789, 9.07844, 0.20798], [-0.48338, 8.41834, -1.66794], [-1.65417, 7.15450, -1.31666], [1.25110, 7.24256, -0.36660], [0.58019, 6.12862, -1.55723], [-0.16397, -1.09563, -2.63390], [0.47607, -3.03034, -1.52414], [-0.40606, -4.65858, -2.47795], [-0.24993, -4.73643, -3.86078], [-0.78292, -5.81679, -4.54506], [-1.46572, -6.80988, -3.85064], [-1.61132, -6.73011, -2.47246], [-1.08037, -5.65278, -1.77771], [0.11181, -3.12955, 0.52599], [1.17128, -2.88028, 1.39631], [0.98062, -3.02797, 2.76444], [-0.25224, -3.44440, 3.25273], [-1.30556, -3.69148, 2.38016], [-1.13172, -3.52459, 1.01513], [2.54673, -3.17801, -1.77059], [3.22916, -2.29599, -2.60323], [4.60140, -2.43356, -2.76257], [5.28232, -3.44043, -2.08973], [4.59561, -4.32598, -1.26794], [3.22301, -4.20120, -1.10838], [0.28000, -3.96550, -4.40995], [-0.66403, -5.88532, -5.61847], [-1.88064, -7.65251, -4.38718], [-2.13399, -7.50958, -1.93342], [-1.17744, -5.61503, -0.69948], [2.15119, -2.60996, 1.01784], [1.80516, -2.85151, 3.44424], [-0.38910, -3.58953, 4.31678], [-2.26528, -4.01517, 2.76263], [-1.96822, -3.69196, 0.34553], [2.68910, -1.52788, -3.14654], [5.13931, -1.76219, -3.42182], [6.35270, -3.54220, -2.21386], [5.12752, -5.11558, -0.75420], [2.69484, -4.89986, -0.46769]],
  "lowdin_charge": [1.283, 1.017, -0.612, -0.145, -0.047, -0.011, -0.151, -0.007, -0.060, -0.155, -0.356, -0.239, 0.098, 0.121, 0.125, 0.126, 0.108, 0.062, 0.114, -0.835, 0.734, -0.224, 0.015, -0.116, -0.106, -0.152, -0.017, 0.115, 0.116, 0.128, 0.117, 0.060, 0.108, 0.049, -0.242, -0.078, -0.123, -0.173, -0.189, -0.172, -0.122, 0.131, 0.127, 0.122, 0.121, 0.122, 0.118, 0.122, 0.120, 0.132, 0.127, -0.018, 1.363, -0.361, -0.121, -0.056, -0.049, -0.059, -0.112, -0.361, -0.125, -0.054, -0.054, -0.070, -0.132, -0.368, -0.153, -0.065, -0.051, -0.057, -0.113, 0.102, 0.117, 0.117, 0.116, 0.090, 0.077, 0.112, 0.117, 0.119, 0.111, 0.072, 0.116, 0.118, 0.118, 0.112],
  "e_tot_ha": -3313.9224,
  "e_homo_ha": -0.478,
  "e_lumo_ev": -5.34,
  "homo_lumo_gap_ev": 7.65,
  "total_charge": 2
}



{
  "formula": "C2H6ClNO",
  "method": "ωB97M-V/def2-TZVPD",
  "symbols": ["C", "C", "N", "O", "Cl", "H", "H", "H", "H", "H", "H"],
  "coordinates": [[-0.73242, 1.34227, 0.26296], [-0.59390, -2.11107, -0.07783], [0.00318, 0.14198, -0.19980], [-0.73650, -0.87537, 0.23323], [3.33170, 1.18356, 0.21992], [-0.02377, 2.16839, 0.44445], [-1.51095, 1.54122, -0.48416], [-1.19585, 1.14538, 1.13172], [-1.45046, -2.68765, -0.15035], [2.61804, 0.65077, -0.69520], [0.29092, -2.49948, -0.68495]],
  "lowdin_charge": [-0.095, -0.026, -0.030, -0.162, 0.255, 0.080, 0.084, 0.025, 0.041, -0.273, 0.101],
  "e_tot_ha": -669.8117,
  "de_lowest_ev": 5.057,
  "e_homo_ha": [-0.329, -0.301],
  "e_lumo_ev": [0.38, 0.26],
  "homo_lumo_gap_ev": [9.33, 8.46],
  "total_charge": 0
}



{
  "formula": "C9H12N4OS",
  "method": "ωB97M-V/def2-TZVPD",
  "symbols": ["H", "N", "N", "C", "N", "C", "C", "C", "C", "C", "C", "C", "S", "C", "O", "N", "H", "H", "H", "H", "H", "H", "H", "H", "H", "H", "H"],
  "coordinates": [[-2.42477, -1.71215, -2.74459], [-2.78621, -1.66551, -1.82305], [-2.22867, -0.71816, -1.21706], [-2.36119, -0.75592, 0.19525], [-1.21886, -1.35546, 0.64151], [-0.08908, -0.67728, 0.63222], [1.14772, -1.46386, 0.69564], [2.37372, -0.93079, 0.58437], [3.54255, -1.77823, 0.18094], [2.53934, 0.48009, 0.72780], [1.41379, 1.25889, 0.69112], [0.14765, 0.70440, 0.46127], [-1.25894, 1.67725, 0.39832], [-1.41661, 2.21857, -1.31274], [-1.42936, 2.87284, 1.18921], [-2.61724, 0.75792, 0.65570], [-3.24748, -1.50907, 0.59846], [1.03584, -2.59905, 0.68927], [3.27584, -2.64087, 0.79703], [4.58455, -1.25430, 0.41903], [3.39811, -2.07302, -0.86580], [3.47640, 0.96220, 0.85927], [1.43948, 2.29757, 0.80112], [-0.65979, 2.99821, -1.55666], [-1.32880, 1.33926, -1.95017], [-2.40606, 2.63930, -1.37291], [-2.90196, 0.92717, 1.62544]],
  "lowdin_charge": [0.038, 0.114, -0.033, -0.472, 0.042, -0.304, 0.008, -0.321, -0.052, -0.050, -0.082, -0.306, 0.858, -0.140, -0.323, -0.074, 0.177, 0.143, 0.070, 0.126, 0.085, 0.095, 0.095, 0.090, 0.046, 0.060, 0.110],
  "e_tot_ha": -1042.4107,
  "de_lowest_ev": 5.552,
  "e_homo_ha": -0.271,
  "e_lumo_ev": 0.34,
  "smiles": "[H]/N=N/[C@H]1N=c2cc(C)ccc2=[S@](C)(=O)N1",
  "homo_lumo_gap_ev": 7.71,
  "total_charge": 0
}



{
  "formula": "C6H4O",
  "method": "ωB97M-V/def2-TZVPD",
  "symbols": ["C", "C", "C", "C", "O", "C", "C", "H", "H", "H", "H"],
  "coordinates": [[0.70920, -1.44581, -1.16018], [1.62261, 0.77361, -0.82337], [0.67395, -0.06874, -0.50186], [-0.46825, 0.12584, 0.44504], [-1.21179, -0.80992, 0.65576], [-0.73110, 1.38660, 1.12745], [-1.14565, 2.30051, 1.79332], [-0.01432, -1.47564, -1.97856], [0.40025, -2.17681, -0.40945], [1.69755, -1.71097, -1.53457], [-1.53247, 3.10132, 2.38642]],
  "lowdin_charge": [-0.053, 0.292, -0.378, -0.408, 0.109, -0.025, 0.161, 0.093, 0.087, 0.079, 0.043],
  "e_tot_ha": -306.0517,
  "de_lowest_ev": 4.350,
  "e_homo_ha": -0.393,
  "e_lumo_ev": -0.93,
  "homo_lumo_gap_ev": 9.77,
  "total_charge": 0
}